# 1
C12H36FO6 | ωB97M-V/def2-TZVPD

Properties
Strongest force on any atom   11.69 eV/A
Gap between HOMO and LUMO   9.66 eV
Calculated total energy   -1029.8987 Ha
Charge   -1
E_LUMO   3.3 eV

Geometry (Å):
H: -193.08807 -48.98928 -10.98590
H: -196.94227 -52.08305 -12.25229
C: -196.24900 -52.37987 -11.34761
C: -188.94897 -49.54226 -9.22224
H: -192.57335 -52.12934 -12.94818
H: -191.59924 -50.81955 -11.12389
H: -193.00176 -53.55939 -8.83280
H: -188.58873 -49.74047 -10.24551
C: -192.95082 -47.08123 -10.95073
H: -191.65051 -52.19759 -14.87723
H: -187.40177 -48.09313 -9.21369
H: -191.31096 -55.60664 -8.85971
H: -188.50624 -48.40140 -7.75181
C: -191.03222 -54.63573 -8.41602
H: -193.81323 -50.50146 -7.52226
H: -190.02874 -54.53475 -8.49893
O: -193.28782 -48.49387 -8.11023
O: -191.31417 -52.31322 -8.49294
H: -196.77936 -53.01776 -10.62732
C: -194.75189 -48.92392 -6.31032
H: -195.82274 -49.22774 -6.21933
H: -192.63083 -44.87853 -11.52705
H: -189.21034 -50.46200 -8.76247
H: -192.23131 -47.36284 -10.24247
O: -194.37900 -51.67979 -10.02483
H: -193.84094 -46.79319 -10.30166
C: -194.42114 -49.31791 -7.69087
H: -191.31030 -54.58243 -7.27048
H: -190.94101 -49.25233 -9.59935
F: -192.36540 -50.11275 -10.04470
O: -190.13783 -48.77920 -9.54504
H: -192.41051 -50.48545 -13.28320
H: -190.57216 -52.79351 -14.01688
C: -191.07909 -51.87867 -14.09486
H: -192.72519 -48.82342 -8.77948
O: -193.39021 -48.38228 -11.62341
C: -187.78603 -48.77490 -8.51620
H: -194.50784 -47.92106 -6.17369
H: -190.17722 -51.12068 -14.64273
H: -192.11904 -46.24438 -12.65409
C: -195.34214 -51.18784 -10.88238
H: -187.30316 -49.55256 -8.28838
H: -194.77208 -50.90757 -11.70767
H: -193.81566 -45.98434 -12.37782
H: -195.68700 -53.14769 -11.94485
H: -194.05092 -49.41910 -5.63192
H: -191.72460 -51.61082 -8.98972
C: -192.84014 -45.94315 -11.94909
C: -191.98688 -51.43092 -12.94219
H: -196.06786 -50.45801 -10.34261
H: -195.23252 -49.23413 -8.47930
H: -191.64617 -53.54956 -10.03213
O: -191.09601 -51.33701 -11.86061
H: -193.62889 -51.19643 -9.96063
C: -191.70854 -53.49541 -9.07207

***

# 2
C12H36N3O4 | ωB97M-V/def2-TZVPD

Properties
Strongest force on any atom   3.27 eV/A
Gap between HOMO and LUMO   9.92 eV
Calculated total energy   -943.7261 Ha
Charge   +1
E_LUMO   -2.2 eV

Geometry (Å):
H: -3.32711 2.30289 -2.89639
O: -1.56595 1.67346 1.37952
C: 1.26637 2.07753 -0.14028
H: -1.98498 3.10107 2.89567
O: -0.30159 -0.77833 -0.43746
C: -2.74221 1.83745 0.55833
H: 2.14873 -2.46876 0.34668
H: -3.90988 3.16529 -1.48453
N: 1.57718 0.92107 -0.96008
H: -0.12615 -5.98761 2.52239
H: 2.80645 5.83380 -0.47464
H: -0.07905 -3.91907 0.86330
H: 3.09726 -3.27332 -1.04206
H: 1.47316 -4.81411 -1.59838
C: 0.32858 -6.57514 1.72481
C: 1.53385 1.79964 1.35592
H: -0.41212 -7.30015 1.38745
H: -3.50641 1.13892 0.89912
C: -2.40567 1.66878 -0.94917
H: -3.18955 2.81606 0.73241
O: 0.95293 -5.76819 0.67265
H: 1.80870 3.64949 -1.59191
H: 2.56988 1.56865 1.60367
C: -1.93832 2.02652 2.71886
C: 0.22747 -4.67320 0.13843
O: 1.52832 4.43277 0.28134
H: 0.91769 0.98723 1.74120
H: 1.14821 -7.16054 2.14150
H: -1.16402 -0.45804 -0.71179
H: -0.10797 -1.60217 -0.89067
C: 2.41180 5.54206 0.49862
H: 2.88445 -4.07512 0.35094
H: -0.38698 -3.52232 -1.98813
H: -1.47035 2.15056 -1.23408
C: -3.57862 2.19023 -1.84180
N: -2.44890 0.22191 -1.36758
H: 3.09886 3.34963 -0.52909
H: 1.44411 2.63727 2.04761
H: 0.20093 2.30402 -0.18072
H: 2.56133 0.69401 -0.96340
H: -0.65783 -5.03468 -0.38471
N: 0.44327 -3.06062 -1.64518
H: 0.38260 -0.11382 -0.54655
H: -3.32373 -0.07818 -0.96172
H: 3.25716 5.21542 1.10424
H: 1.87259 6.34460 1.00189
H: -2.90436 1.55489 2.89895
C: 1.14566 -4.02878 -0.91713
H: -2.64098 0.11144 -2.35297
H: 1.40104 1.18466 -1.91903
H: -1.20125 1.61018 3.40550
C: 2.34223 -3.35342 -0.26000
H: -4.45082 1.54590 -1.95223
H: 0.98425 -2.99766 -2.49576
C: 2.00974 3.38586 -0.55356

***

# 3
C12H36NO9P3Si | ωB97M-V/def2-TZVPD

Properties
Strongest force on any atom   4.35 eV/A
Gap between HOMO and LUMO   8.27 eV
Calculated total energy   -2524.4969 Ha
Structure (SMILES)   CP(N)CCO[Si](C)(C)C.COP(=O)(OC)OC.COP(=O)(OC)OC
E_LUMO   0.4 eV

Geometry (Å):
H: 0.43186 3.41607 -1.29240
N: -0.22774 -5.15333 4.95927
H: 0.09713 -4.38394 5.52900
H: -2.68765 -2.88184 0.73167
O: -2.09062 6.35377 -1.36706
H: 0.39436 -1.27415 -3.78386
H: -2.23166 -4.59787 0.84938
H: 1.01158 -1.84016 -0.38577
H: 2.04974 2.29106 -5.83740
O: 2.95214 0.86738 -4.62916
H: -0.69123 4.11943 -2.48462
H: 2.05509 -1.92547 -3.89915
H: 0.30104 -5.16588 4.09374
H: -0.15704 6.95601 2.12612
P: 2.19262 0.83966 -3.23509
C: 0.32108 -1.55260 0.40563
C: -1.34177 -2.47871 3.58522
O: -1.23193 4.75613 0.40213
H: 2.82164 0.91592 -6.66578
H: 4.88652 2.38213 -1.64536
C: 0.94166 -4.49620 0.79605
H: -3.10954 -3.66123 3.11115
O: 3.48286 1.08056 -2.31723
H: 3.77998 3.07505 -2.84739
P: -0.94922 6.03084 -0.50431
H: -3.05045 -3.00555 4.72922
H: -1.52386 7.96575 1.57557
C: 2.21131 1.21627 -5.81859
C: -0.46877 7.73005 1.42325
H: -2.97731 5.47417 1.32617
C: -2.14855 -6.28619 3.30086
C: -1.91339 -3.61640 0.49775
H: 1.25662 0.69634 -5.86401
H: 0.76508 -0.81889 1.07418
H: -1.27332 -6.37669 2.65344
H: -2.48449 3.81432 1.70569
H: -3.01372 -5.94269 2.73527
O: -0.22930 7.32356 0.06863
O: -0.23864 -3.06316 2.89524
H: 1.00432 -2.37934 -2.54129
H: 1.92478 -4.29196 1.22529
Si: -0.26254 -3.13233 1.23748
H: -1.80302 -3.64418 -0.58840
O: 1.76642 -0.46512 -2.43312
H: 0.12216 8.62391 1.59902
O: 1.20624 1.92078 -3.11939
H: -1.77973 -1.69895 2.94500
H: 1.01054 -4.65987 -0.27825
C: 1.27810 -1.57630 -3.21819
H: -3.20268 4.18550 0.11815
P: -1.91830 -5.11778 4.69780
C: -2.56193 4.55606 0.91461
H: 1.05924 4.24395 -2.71926
H: 5.05801 1.93640 -3.35415
C: 4.34548 2.18419 -2.56737
H: -2.38650 -7.26009 3.72405
C: 0.26834 4.23985 -1.98066
C: -2.43986 -3.47160 3.95305
H: 0.59816 -5.41130 1.28831
O: 0.32756 5.48810 -1.27351
H: -0.54209 -1.10553 -0.09594
H: -0.98479 -1.94791 4.46929

***

What did the third record say?
C12H36NO9P3Si | ωB97M-V/def2-TZVPD

Properties
Strongest force on any atom   4.35 eV/A
Gap between HOMO and LUMO   8.27 eV
Calculated total energy   -2524.4969 Ha
Structure (SMILES)   CP(N)CCO[Si](C)(C)C.COP(=O)(OC)OC.COP(=O)(OC)OC
E_LUMO   0.4 eV

Geometry (Å):
H: 0.43186 3.41607 -1.29240
N: -0.22774 -5.15333 4.95927
H: 0.09713 -4.38394 5.52900
H: -2.68765 -2.88184 0.73167
O: -2.09062 6.35377 -1.36706
H: 0.39436 -1.27415 -3.78386
H: -2.23166 -4.59787 0.84938
H: 1.01158 -1.84016 -0.38577
H: 2.04974 2.29106 -5.83740
O: 2.95214 0.86738 -4.62916
H: -0.69123 4.11943 -2.48462
H: 2.05509 -1.92547 -3.89915
H: 0.30104 -5.16588 4.09374
H: -0.15704 6.95601 2.12612
P: 2.19262 0.83966 -3.23509
C: 0.32108 -1.55260 0.40563
C: -1.34177 -2.47871 3.58522
O: -1.23193 4.75613 0.40213
H: 2.82164 0.91592 -6.66578
H: 4.88652 2.38213 -1.64536
C: 0.94166 -4.49620 0.79605
H: -3.10954 -3.66123 3.11115
O: 3.48286 1.08056 -2.31723
H: 3.77998 3.07505 -2.84739
P: -0.94922 6.03084 -0.50431
H: -3.05045 -3.00555 4.72922
H: -1.52386 7.96575 1.57557
C: 2.21131 1.21627 -5.81859
C: -0.46877 7.73005 1.42325
H: -2.97731 5.47417 1.32617
C: -2.14855 -6.28619 3.30086
C: -1.91339 -3.61640 0.49775
H: 1.25662 0.69634 -5.86401
H: 0.76508 -0.81889 1.07418
H: -1.27332 -6.37669 2.65344
H: -2.48449 3.81432 1.70569
H: -3.01372 -5.94269 2.73527
O: -0.22930 7.32356 0.06863
O: -0.23864 -3.06316 2.89524
H: 1.00432 -2.37934 -2.54129
H: 1.92478 -4.29196 1.22529
Si: -0.26254 -3.13233 1.23748
H: -1.80302 -3.64418 -0.58840
O: 1.76642 -0.46512 -2.43312
H: 0.12216 8.62391 1.59902
O: 1.20624 1.92078 -3.11939
H: -1.77973 -1.69895 2.94500
H: 1.01054 -4.65987 -0.27825
C: 1.27810 -1.57630 -3.21819
H: -3.20268 4.18550 0.11815
P: -1.91830 -5.11778 4.69780
C: -2.56193 4.55606 0.91461
H: 1.05924 4.24395 -2.71926
H: 5.05801 1.93640 -3.35415
C: 4.34548 2.18419 -2.56737
H: -2.38650 -7.26009 3.72405
C: 0.26834 4.23985 -1.98066
C: -2.43986 -3.47160 3.95305
H: 0.59816 -5.41130 1.28831
O: 0.32756 5.48810 -1.27351
H: -0.54209 -1.10553 -0.09594
H: -0.98479 -1.94791 4.46929

***

Please write out number 3 again, unchanged.
C12H36NO9P3Si | ωB97M-V/def2-TZVPD

Properties
Strongest force on any atom   4.35 eV/A
Gap between HOMO and LUMO   8.27 eV
Calculated total energy   -2524.4969 Ha
Structure (SMILES)   CP(N)CCO[Si](C)(C)C.COP(=O)(OC)OC.COP(=O)(OC)OC
E_LUMO   0.4 eV

Geometry (Å):
H: 0.43186 3.41607 -1.29240
N: -0.22774 -5.15333 4.95927
H: 0.09713 -4.38394 5.52900
H: -2.68765 -2.88184 0.73167
O: -2.09062 6.35377 -1.36706
H: 0.39436 -1.27415 -3.78386
H: -2.23166 -4.59787 0.84938
H: 1.01158 -1.84016 -0.38577
H: 2.04974 2.29106 -5.83740
O: 2.95214 0.86738 -4.62916
H: -0.69123 4.11943 -2.48462
H: 2.05509 -1.92547 -3.89915
H: 0.30104 -5.16588 4.09374
H: -0.15704 6.95601 2.12612
P: 2.19262 0.83966 -3.23509
C: 0.32108 -1.55260 0.40563
C: -1.34177 -2.47871 3.58522
O: -1.23193 4.75613 0.40213
H: 2.82164 0.91592 -6.66578
H: 4.88652 2.38213 -1.64536
C: 0.94166 -4.49620 0.79605
H: -3.10954 -3.66123 3.11115
O: 3.48286 1.08056 -2.31723
H: 3.77998 3.07505 -2.84739
P: -0.94922 6.03084 -0.50431
H: -3.05045 -3.00555 4.72922
H: -1.52386 7.96575 1.57557
C: 2.21131 1.21627 -5.81859
C: -0.46877 7.73005 1.42325
H: -2.97731 5.47417 1.32617
C: -2.14855 -6.28619 3.30086
C: -1.91339 -3.61640 0.49775
H: 1.25662 0.69634 -5.86401
H: 0.76508 -0.81889 1.07418
H: -1.27332 -6.37669 2.65344
H: -2.48449 3.81432 1.70569
H: -3.01372 -5.94269 2.73527
O: -0.22930 7.32356 0.06863
O: -0.23864 -3.06316 2.89524
H: 1.00432 -2.37934 -2.54129
H: 1.92478 -4.29196 1.22529
Si: -0.26254 -3.13233 1.23748
H: -1.80302 -3.64418 -0.58840
O: 1.76642 -0.46512 -2.43312
H: 0.12216 8.62391 1.59902
O: 1.20624 1.92078 -3.11939
H: -1.77973 -1.69895 2.94500
H: 1.01054 -4.65987 -0.27825
C: 1.27810 -1.57630 -3.21819
H: -3.20268 4.18550 0.11815
P: -1.91830 -5.11778 4.69780
C: -2.56193 4.55606 0.91461
H: 1.05924 4.24395 -2.71926
H: 5.05801 1.93640 -3.35415
C: 4.34548 2.18419 -2.56737
H: -2.38650 -7.26009 3.72405
C: 0.26834 4.23985 -1.98066
C: -2.43986 -3.47160 3.95305
H: 0.59816 -5.41130 1.28831
O: 0.32756 5.48810 -1.27351
H: -0.54209 -1.10553 -0.09594
H: -0.98479 -1.94791 4.46929

***

What did the first record say?
C12H36FO6 | ωB97M-V/def2-TZVPD

Properties
Strongest force on any atom   11.69 eV/A
Gap between HOMO and LUMO   9.66 eV
Calculated total energy   -1029.8987 Ha
Charge   -1
E_LUMO   3.3 eV

Geometry (Å):
H: -193.08807 -48.98928 -10.98590
H: -196.94227 -52.08305 -12.25229
C: -196.24900 -52.37987 -11.34761
C: -188.94897 -49.54226 -9.22224
H: -192.57335 -52.12934 -12.94818
H: -191.59924 -50.81955 -11.12389
H: -193.00176 -53.55939 -8.83280
H: -188.58873 -49.74047 -10.24551
C: -192.95082 -47.08123 -10.95073
H: -191.65051 -52.19759 -14.87723
H: -187.40177 -48.09313 -9.21369
H: -191.31096 -55.60664 -8.85971
H: -188.50624 -48.40140 -7.75181
C: -191.03222 -54.63573 -8.41602
H: -193.81323 -50.50146 -7.52226
H: -190.02874 -54.53475 -8.49893
O: -193.28782 -48.49387 -8.11023
O: -191.31417 -52.31322 -8.49294
H: -196.77936 -53.01776 -10.62732
C: -194.75189 -48.92392 -6.31032
H: -195.82274 -49.22774 -6.21933
H: -192.63083 -44.87853 -11.52705
H: -189.21034 -50.46200 -8.76247
H: -192.23131 -47.36284 -10.24247
O: -194.37900 -51.67979 -10.02483
H: -193.84094 -46.79319 -10.30166
C: -194.42114 -49.31791 -7.69087
H: -191.31030 -54.58243 -7.27048
H: -190.94101 -49.25233 -9.59935
F: -192.36540 -50.11275 -10.04470
O: -190.13783 -48.77920 -9.54504
H: -192.41051 -50.48545 -13.28320
H: -190.57216 -52.79351 -14.01688
C: -191.07909 -51.87867 -14.09486
H: -192.72519 -48.82342 -8.77948
O: -193.39021 -48.38228 -11.62341
C: -187.78603 -48.77490 -8.51620
H: -194.50784 -47.92106 -6.17369
H: -190.17722 -51.12068 -14.64273
H: -192.11904 -46.24438 -12.65409
C: -195.34214 -51.18784 -10.88238
H: -187.30316 -49.55256 -8.28838
H: -194.77208 -50.90757 -11.70767
H: -193.81566 -45.98434 -12.37782
H: -195.68700 -53.14769 -11.94485
H: -194.05092 -49.41910 -5.63192
H: -191.72460 -51.61082 -8.98972
C: -192.84014 -45.94315 -11.94909
C: -191.98688 -51.43092 -12.94219
H: -196.06786 -50.45801 -10.34261
H: -195.23252 -49.23413 -8.47930
H: -191.64617 -53.54956 -10.03213
O: -191.09601 -51.33701 -11.86061
H: -193.62889 -51.19643 -9.96063
C: -191.70854 -53.49541 -9.07207

***

- The highest calculated total energy belongs to which entry?
  C12H36N3O4